Entry 1:
An isolated molecule of C19H25N3O6. Source: the OMol25 dataset; level of theory: the ωB97M-V functional and the def2-TZVPD basis.

For the gap between HOMO and LUMO, the calculation gives 8.88 eV. For the LUMO energy, the calculation gives 0.2721 eV.

Geometry as ORCA input:
```
! wB97M-V def2-TZVPD RIJCOSX def2/J DEFGRID3
* xyz 0 1
O 1.46302 -2.39743 -4.42708
O 1.23325 1.83912 -0.90004
O -2.24923 -0.78612 -2.37118
O -0.10786 3.00988 1.01608
O 1.11420 -3.11063 2.40017
O -1.01676 1.62315 3.19319
N 0.72510 -3.22728 0.19210
N -0.37575 -1.54681 -3.38961
N -0.85536 -2.09385 -1.15670
C -0.04252 0.89165 5.31789
C 0.79656 -2.31413 -3.41718
C -1.22398 -1.42569 -2.32146
C 2.05171 1.33648 -1.93714
C -0.76726 -0.83728 -4.59498
C 0.34750 -2.73784 -1.05623
C 0.85138 -2.52090 1.37811
C 0.64360 -1.05622 1.28720
C -2.09818 2.95731 -0.40103
C 0.86711 1.03819 0.12758
C 3.51818 1.22169 -1.53351
C 1.14296 -0.31968 0.21957
C 0.11216 1.66673 1.13604
C 1.13203 -2.90595 -2.14889
C -1.46285 3.42501 0.90414
C -0.05258 -0.43242 2.31493
C -0.32081 0.92987 2.25278
C -1.28787 1.02922 4.44958
C -1.84437 -2.09250 -0.09820
H -0.32163 0.51252 6.29697
H -2.82762 -2.17713 -0.56137
H 0.43126 1.86292 5.43562
H -1.78729 0.06089 4.32217
H -1.40948 4.51569 0.93255
H -0.00393 -1.02566 -5.34650
H -0.38427 -1.03983 3.14077
H -1.49142 3.28048 -1.24310
H 1.94835 2.07355 -2.73816
H -1.67178 -2.93297 0.56902
H 1.12114 -4.15853 0.21658
H 2.07215 -3.42650 -2.08307
H -2.17411 1.87188 -0.42985
H -3.09481 3.37906 -0.49759
H 3.64624 0.52481 -0.70891
H 1.74999 -0.80557 -0.52514
H -1.81180 -1.16012 0.46676
H -2.04470 3.07341 1.76307
H 1.67117 0.37502 -2.30670
H 3.88833 2.19400 -1.21928
H 4.10188 0.87564 -2.38194
H 0.67494 0.21047 4.86744
H -0.84497 0.22894 -4.38415
H -1.99440 1.72025 4.91761
H -1.73661 -1.19680 -4.93892
*
```



Entry 2:
A structure of composition C19H26AsClO3Re. Source: the OMol25 dataset; level of theory: the ωB97M-V functional and the def2-TZVPD basis.

For the gap between HOMO and LUMO (alpha / beta), the calculation gives 5.76 / 6.02 eV. For the LUMO energy (alpha / beta), the calculation gives -8.5328 / -8.2893 eV.

Geometry as ORCA input:
```
! wB97M-V def2-TZVPD RIJCOSX def2/J DEFGRID3
* xyz 2 2
Re 0.21940 1.04233 0.50613
As -0.44319 -0.97533 -0.87501
Cl -3.79348 3.17616 2.17780
O 1.85427 1.42582 -0.04132
O -1.67287 1.72265 0.57882
O -0.16237 3.12281 1.19332
C 1.10697 -2.71769 -2.52341
C -2.45229 3.92050 1.29961
C 0.74120 0.80834 2.81308
C 2.98724 2.33297 -0.11466
C 1.15554 -3.48205 -5.19781
C 0.36404 -3.81518 -2.95241
C 1.87795 -2.00889 -3.44115
C -1.38693 2.90885 1.03378
C -1.88648 0.25318 3.50260
C 0.38934 -4.19591 -4.28569
C 0.13563 -0.38891 2.34178
C -1.25018 1.41854 3.99029
C -0.90302 -0.26037 -2.60993
C 1.02627 -2.26695 -1.09658
C 0.05000 1.71325 3.67334
C -1.99048 -1.98959 -0.33241
C -1.22356 -0.63843 2.71107
C 1.90418 -2.39226 -4.77282
C 0.76550 2.90472 4.23114
H 3.13404 2.56750 -1.16434
H -1.81920 0.32134 -2.51737
H -2.29715 -2.58771 -1.19099
H -2.81447 4.30415 0.34444
H 2.74497 3.22230 0.46287
H -2.03283 4.74012 1.87643
H 1.63043 3.17336 3.62640
H 1.94863 -1.81333 -0.73614
H -0.21948 -4.38936 -2.24076
H -0.09654 0.35691 -3.00173
H 0.75260 -1.22854 2.04302
H -1.69870 -1.56127 2.41366
H -1.05788 -1.10037 -3.28760
H 2.48069 -1.16699 -3.11643
H -0.17876 -5.05753 -4.60870
H 3.83767 1.79890 0.29979
H -2.90411 0.04794 3.80741
H 0.10508 3.76868 4.28712
H -2.80028 -1.32316 -0.04327
H 1.18027 -3.78295 -6.23607
H 1.11780 2.69325 5.24257
H 0.76877 -3.09509 -0.43293
H -1.80187 2.07391 4.65277
H 2.51774 -1.84887 -5.47864
H 1.81668 0.92447 2.70405
H -1.72682 -2.65623 0.48491
*
```



Entry 3:
A structure of composition C19H26AsF6N2NaO9S3. Source: the OMol25 dataset; level of theory: the ωB97M-V functional and the def2-TZVPD basis.

For the gap between HOMO and LUMO, the calculation gives 7.22 eV. For the LUMO energy, the calculation gives 3.9518 eV.

Geometry as ORCA input:
```
! wB97M-V def2-TZVPD RIJCOSX def2/J DEFGRID3
* xyz -2 1
As -2.77027 0.78782 0.94373
S 1.82164 -1.11956 3.09606
S 1.05034 2.61195 1.47711
S 2.13410 2.54685 -1.01952
Na 0.15214 0.18736 -0.38617
F 3.21941 4.07511 1.93774
F 3.50398 1.95478 2.27210
F 2.71022 4.93875 -2.00958
F 2.72702 3.30547 -3.43120
F 2.37666 3.14254 3.69025
F 0.84484 4.12261 -2.73722
O 1.51932 1.38835 -1.61284
O 1.40899 -2.56953 0.59120
O 2.10817 -0.22116 4.26956
O -2.92387 -0.39191 -3.31605
O -1.54305 0.44598 -1.75653
O 3.51996 2.45535 -0.66098
O 0.75885 -4.71734 0.76012
O 0.06022 3.28055 2.26164
O 0.98358 1.17911 1.34195
N -0.68774 -2.11813 -1.13354
N 1.23447 3.30740 0.05822
C 2.64762 2.95545 2.39694
C -3.70940 -1.95896 0.94211
C 1.89996 -2.79832 3.75144
C -0.46918 -2.40531 3.87924
C 2.08455 3.81403 -2.37169
C 0.72556 -2.87995 4.71241
C -1.53662 -1.91573 -2.14497
C -3.24729 2.42326 3.32749
C -3.67741 1.12113 2.66933
C -3.55882 2.27859 -0.07014
C -2.59756 3.43618 -0.27896
C 0.68977 -3.55304 0.31369
C -1.55582 -4.24612 -2.68495
C -0.69155 -4.45269 -1.62718
C -0.27544 -3.35246 -0.87788
C -2.04490 -0.47861 -2.44195
C -1.99281 -2.95703 -2.94829
C -4.02131 -0.60182 0.33213
C 0.00750 -1.24349 2.98925
H -0.24487 -1.40578 1.94521
H 0.58203 -3.88497 5.11603
H -0.80473 -3.22075 3.23568
H -1.89331 -5.07917 -3.29359
H -3.95544 -0.63979 -0.75590
H -1.73190 3.10667 -0.85570
H -3.67903 2.53084 4.32695
H -4.47391 2.59147 0.44690
H -1.30978 -2.10419 4.50892
H -5.03599 -0.27215 0.58561
H -0.34118 -0.25707 3.29327
H 2.88309 -2.91570 4.20794
H -3.44197 0.27662 3.32394
H -3.56479 3.28632 2.73782
H -0.32744 -5.42800 -1.33651
H -2.16111 2.48870 3.41977
H -4.40834 -2.72558 0.59538
H 0.89902 -2.19330 5.54443
H -2.67883 -2.70811 -3.74482
H -2.22297 3.84298 0.66297
H -4.75910 1.10273 2.49123
H -3.83207 1.84754 -1.03521
H -3.76340 -1.93821 2.03426
H 1.78473 -3.47015 2.89764
H -2.70395 -2.28885 0.67552
H -3.07598 4.24952 -0.83321
*
```



Entry 4:
A structure of composition C19H26B2F4FeIN7O8S. Source: the OMol25 dataset; level of theory: the ωB97M-V functional and the def2-TZVPD basis.

For the gap between HOMO and LUMO (alpha / beta), the calculation gives 6.47 / 7.49 eV. For the LUMO energy (alpha / beta), the calculation gives -2.2365 / -1.3411 eV.

Geometry as ORCA input:
```
! wB97M-V def2-TZVPD RIJCOSX def2/J DEFGRID3
* xyz 0 5
I -2.68124 -1.30056 0.17476
Fe -0.55337 -0.06812 0.98571
S 0.36511 0.87730 -2.56197
F 1.80143 3.50540 3.28576
F 2.07386 -3.14034 0.35759
F 0.41586 -4.31066 -0.74339
F -0.43985 3.15922 3.14932
O 0.97890 2.57410 1.34953
O 1.05712 1.36087 3.54155
O -2.19677 0.02421 3.75898
O 0.56139 -1.98676 -1.00487
O -0.89472 1.11134 -1.87778
O 1.04723 1.99498 -3.14144
O 3.29289 0.21537 -2.79367
O -0.14339 -3.13628 1.16225
N -3.15483 2.97058 2.18036
N -2.10196 2.78956 0.09929
N 0.08583 -1.97251 1.84711
N 0.85184 1.43224 0.63810
N 0.61652 -0.79676 -0.49040
N 0.54428 0.22878 3.01759
N -1.88565 1.16437 1.77751
C 2.83608 2.23760 -0.52726
C 1.43592 0.14511 -1.25459
C 0.18378 -3.34186 3.87808
C 0.11203 -0.38263 -3.74944
C 1.70312 1.30101 -0.31051
C -0.24648 -2.40632 -5.60422
C 0.61443 -0.79588 3.77436
C 0.93866 -0.43505 -4.86443
C -3.45650 4.37999 2.09409
C 2.69251 -0.55631 -1.76815
C 1.10548 -0.79957 5.17873
C -1.06489 -2.32409 -4.47999
C -2.35628 2.32910 1.31160
C -0.89995 -1.31562 -3.55023
C -0.45375 -3.49619 -6.61381
C -3.14694 2.24365 3.43084
C -2.37745 0.98944 3.06084
C 0.24638 -2.07171 3.10837
C 0.74981 -1.44890 -5.78652
B 0.83013 2.63613 2.84894
B 0.73728 -3.23376 0.01181
H 2.40580 -1.54829 -2.11636
H -2.36176 3.72592 -0.15013
H 0.36180 -1.26366 5.82675
H 3.10289 2.71003 0.41464
H 1.71242 0.30863 -4.99158
H 1.38483 -1.50216 -6.66170
H -1.27915 -3.24387 -7.28227
H -1.53852 -1.25219 -2.68023
H -0.22554 -4.13853 3.26563
H 2.54066 3.00979 -1.23860
H -0.43377 -3.19805 4.76439
H 3.36943 -0.67882 -0.91396
H -1.83935 -3.06489 -4.32641
H 3.68529 1.71382 -0.95812
H -3.91459 4.61659 1.13318
H 1.18222 -3.62796 4.21328
H -4.15226 1.99471 3.77135
H -0.70157 -4.43881 -6.12796
H -4.18352 4.62434 2.86473
H 4.03748 -0.28353 -3.14246
H -2.59874 2.77808 4.20948
H 1.29920 0.21379 5.51571
H -2.55897 4.98634 2.24590
H 0.43505 -3.64541 -7.22412
H 2.02420 -1.38372 5.26067
H -1.57734 2.23736 -0.57217
*
```



Entry 5:
A structure of composition C19H26CrN4O12P. Source: the OMol25 dataset; level of theory: the ωB97M-V functional and the def2-TZVPD basis.

For the gap between HOMO and LUMO (alpha / beta), the calculation gives 8.36 / 8.75 eV. For the LUMO energy (alpha / beta), the calculation gives -1.6812 / -1.1715 eV.

Geometry as ORCA input:
```
! wB97M-V def2-TZVPD RIJCOSX def2/J DEFGRID3
* xyz 0 2
Cr -0.79884 1.57368 -0.38063
P 0.35878 -0.62610 0.31501
O 0.90949 -1.53576 1.46924
O 1.88638 4.26304 -1.38994
O -4.61989 0.67004 -0.35042
O -1.10475 -0.34585 0.56609
O 0.03985 3.31112 -0.58026
O 3.50799 3.66828 -3.41801
O -5.69687 0.41035 2.06729
O 0.48927 -1.41456 -1.08090
O -2.63246 1.42004 -1.05516
O -5.17189 1.03897 4.13666
O 3.45612 2.30020 -5.15751
O 1.08570 0.69675 0.17235
N 0.06123 1.39241 -2.23942
N -1.81720 2.09792 1.29295
N -2.73165 2.14763 3.26933
N 0.17761 0.53238 -3.23987
C -0.41519 -2.49986 -1.42126
C 2.67244 -0.57263 2.79738
C -0.45918 3.19396 3.05175
C -3.51147 1.16845 -0.16729
C 2.30348 -1.67966 1.81211
C 1.77922 2.00736 -3.54966
C 0.28398 -3.27705 -2.53998
C -3.65581 1.56663 2.43835
C 2.98712 2.68257 -4.11645
C -4.92420 0.98660 2.95650
C -1.75921 -1.94649 -1.90837
C 1.19196 0.85539 -4.05210
C 1.01273 2.30625 -2.40488
C 1.01804 3.39771 -1.39094
C -0.65498 -3.41809 -0.22537
C -3.06826 1.56424 1.19485
C -1.63797 2.46152 2.54733
C 2.38374 -3.06163 2.46116
C 3.20069 -1.59786 0.58187
H 1.23204 -3.67241 -2.18352
H 2.01841 -0.60877 3.66497
H 1.65868 -3.13072 3.26903
H -2.88643 2.29405 4.25644
H 2.55767 0.39324 2.31070
H 0.28183 -3.85254 0.11199
H -5.37475 0.45173 1.11402
H -1.09630 -2.85763 0.59405
H -1.69590 -1.53123 -2.91319
H 0.48143 -2.63672 -3.39668
H -2.49240 -2.74700 -1.93867
H -0.35051 -4.10149 -2.85577
H -2.12067 -1.18244 -1.22610
H -0.09085 2.76511 3.98158
H 2.98319 3.95016 -2.61600
H 3.38115 -3.23739 2.85420
H -0.43926 -0.26857 -3.28496
H 0.31860 3.17591 2.28991
H 2.95764 -2.38740 -0.12459
H 3.70261 -0.69137 3.12490
H -1.33206 -4.22287 -0.50254
H 4.24132 -1.69872 0.88241
H -0.74130 4.23213 3.23468
H 2.14294 -3.82783 1.72671
H 1.44984 0.29258 -4.92500
H 3.06707 -0.63775 0.08963
*
```



Entry 6:
A cluster of 3 separate species, C19H26F16NO5 in total. Source: the OMol25 dataset; level of theory: the ωB97M-V functional and the def2-TZVPD basis.

For the gap between HOMO and LUMO, the calculation gives 9.81 eV. For the LUMO energy, the calculation gives -3.3528 eV.

Geometry as ORCA input:
```
! wB97M-V def2-TZVPD RIJCOSX def2/J DEFGRID3
* xyz 1 1
F -3.88716 8.70769 0.95562
F -6.25424 8.40844 2.46949
F -2.71768 6.65293 4.98737
F 3.03696 -6.97120 -1.75507
F 3.18450 -8.12069 -4.19993
F -3.80186 4.11215 4.99042
F -4.71553 5.32204 3.43597
F -0.31040 -7.95759 -4.86424
F 4.45026 -4.79088 -2.69307
F 3.24463 -5.65043 -4.28133
F -1.30374 5.10933 4.39338
F -5.08182 7.66247 4.14350
F 2.17111 -8.55894 -6.07458
F 1.06235 -6.28107 -4.89448
F 2.39541 -5.08452 -0.88122
F -4.27579 6.66082 1.55175
O -0.40843 3.23098 1.17100
O -2.65056 7.85476 2.59213
O 2.15858 -1.80055 -1.79749
O 1.70353 2.23728 0.24764
O 0.67817 -7.39603 -2.95579
N 0.44638 -2.31084 0.36174
C -3.96492 7.88607 2.03742
C 1.12124 -0.92557 0.45038
C 0.73139 -1.81599 -2.15247
C 0.87440 -7.51289 -4.36435
C 2.42649 -1.02731 -0.57529
C -0.57996 2.30792 -1.19881
C -5.01185 8.42314 3.02094
C 1.68236 -0.62436 1.96263
C 2.18739 2.07587 1.62726
C 1.99201 -8.49788 -4.72846
C 2.40356 -5.80343 -2.04805
C -3.55088 4.74976 3.81368
C 0.29016 2.64055 0.19043
C 3.16742 -5.00284 -3.09759
C -2.43333 5.77247 3.99005
C 1.42882 0.91001 2.49829
C 0.93947 -6.10175 -2.40584
C -0.27766 -2.32900 -0.96685
C -2.06936 6.55393 2.71828
H 0.27685 1.17205 2.66289
H -3.27871 3.98795 3.07803
H 0.32282 -0.15122 0.08465
H -1.15283 -1.53879 -0.88624
H -0.18908 2.89671 -2.13324
H 0.62263 -2.60267 -3.04374
H 0.41330 -0.76877 -2.62158
H -0.24658 -2.47473 1.12470
H 0.38002 -6.09209 -1.46174
H 2.70803 -4.02423 -3.26160
H -2.19680 5.95663 1.80652
H 1.22863 -3.02520 0.41660
H 1.98921 3.10732 2.19394
H 1.90482 0.95464 3.59173
H -0.60214 1.14049 -1.42849
H 1.07962 -1.34599 2.69167
H -4.78195 9.44678 3.32119
H -0.98978 6.74477 2.76833
H 3.36556 1.96922 1.59204
H -1.72073 2.61055 -1.02175
H 0.48043 -5.30202 -3.00085
H 3.25766 -1.63869 0.02510
H 2.85095 0.04926 -0.75005
H -0.79497 -3.36905 -1.17636
H 1.76552 -9.50220 -4.36667
H 2.82613 -0.91554 2.12051
*
```



no.,total energy (eV)
1,-36864.694
2,-101741.972
3,-155602.942
4,-112487.699
5,-88373.749
6,-75319.814